Computed, not measured: C64H55Cl5F4IN6O3PPbSi4Te as an isolated structure, with the ωB97M-V functional and the def2-TZVPD basis.

Positions of all 145 atoms, in Å:
Pb1 -0.65369 0.12532 0.92540
C1 4.74822 -1.78863 3.36500
O1 3.54529 -1.55299 2.64775
C2 3.60618 -1.50251 1.32210
C3 4.74453 -1.51062 0.58093
C4 4.66894 -1.55971 -0.84815
C5 3.38135 -1.76357 -1.46344
C6 2.20197 -1.65483 -0.70374
C7 0.95470 -1.78731 -1.45126
N1 -0.18810 -1.42502 -1.02734
N2 -1.24579 -1.65494 -1.88995
C8 -2.38971 -1.30990 -1.34070
O2 -2.59962 -0.83143 -0.16961
C9 -3.59308 -1.50518 -2.21011
C10 -3.50937 -1.41607 -3.59628
C11 -4.64325 -1.59218 -4.37522
C12 -5.86638 -1.86290 -3.77574
C13 -5.95386 -1.95239 -2.39355
C14 -4.82160 -1.76606 -1.61449
C15 2.26241 -1.43454 0.69302
O3 1.28287 -1.26575 1.44622
H1 5.41579 -0.92642 3.30169
H2 4.45133 -1.94657 4.39711
H3 5.25725 -2.67721 2.98506
H4 5.72109 -1.51824 1.04209
H5 5.54236 -1.91553 -1.36686
H6 3.31981 -2.25519 -2.42708
H7 1.00891 -2.23285 -2.44947
H8 -2.55009 -1.20018 -4.04923
H9 -4.57388 -1.51679 -5.45328
H10 -6.75048 -1.99835 -4.38550
H11 -6.90487 -2.16699 -1.92275
H12 -4.87783 -1.82685 -0.53610
I1 0.29315 1.77733 3.36333
C16 0.65286 -0.10504 4.67122
C17 1.91715 -0.01886 5.19430
C18 2.35394 -0.80959 6.28350
C19 1.48077 -1.65283 6.89446
C20 0.15805 -1.78821 6.40217
C21 -0.75992 -2.61873 7.08623
C22 -2.03588 -2.78171 6.63558
C23 -2.40837 -2.19216 5.41597
C24 -1.54243 -1.39019 4.71207
P1 -2.09293 -1.03470 3.00211
C25 -3.65644 -0.13938 3.19255
C26 -4.59415 -0.08651 2.15796
C27 -5.71729 0.71869 2.27938
C28 -5.90430 1.49036 3.41745
C29 -4.95751 1.46848 4.43101
C30 -3.83261 0.66608 4.31798
C31 -2.35614 -2.73158 2.39128
C32 -1.19965 -3.50824 2.31085
C33 -1.26326 -4.79783 1.80915
C34 -2.47399 -5.31453 1.36460
C35 -3.62404 -4.54522 1.44611
C36 -3.56841 -3.25702 1.96288
C37 -0.24189 -1.07945 5.22858
H13 2.60690 0.71192 4.78086
H14 3.36630 -0.70429 6.65927
H15 1.77202 -2.22819 7.76585
H16 -0.42842 -3.12150 7.98803
H17 -2.74454 -3.39427 7.17751
H18 -3.39017 -2.40645 5.00826
H19 -4.41752 -0.63124 1.24164
H20 -6.43352 0.76159 1.46852
H21 -6.77532 2.12726 3.50405
H22 -5.08966 2.08313 5.31206
H23 -3.08542 0.67304 5.10109
H24 -0.24580 -3.09656 2.62592
H25 -0.36487 -5.40029 1.76448
H26 -2.51680 -6.30975 0.94126
H27 -4.57067 -4.94515 1.10517
H28 -4.47518 -2.67130 2.03155
F1 0.30563 1.98340 -2.20383
C38 -0.03818 2.63205 -3.31017
C39 0.91365 3.11682 -4.11143
F2 2.19518 2.92041 -3.80152
C40 0.60955 3.77920 -5.37244
C41 -0.78692 3.70975 -5.77754
C42 -1.74310 3.22546 -4.97324
F3 -3.00191 3.26523 -5.38197
C43 -1.45437 2.73136 -3.63501
C44 -2.40411 2.42054 -2.72704
C45 -2.08026 2.31522 -1.33643
N3 -1.81140 2.27893 -0.22387
C46 -3.80609 2.27097 -3.02718
N4 -4.92969 2.12079 -3.20436
F4 -1.13183 4.21707 -6.95242
C47 1.55721 4.44229 -6.07907
C48 2.78540 4.87785 -5.46462
N5 3.73852 5.26685 -4.95725
C49 1.39915 4.79554 -7.46374
N6 1.33017 5.02712 -8.58554
C50 7.95877 0.78002 -0.89985
Si1 7.59713 1.51112 -2.58163
C51 9.20151 1.68941 -3.52126
C52 6.73927 3.16375 -2.34661
Si2 6.12975 0.05390 -3.66422
Te1 4.15917 0.41862 -2.04508
Si3 6.90277 -2.14006 -3.87018
C53 8.40201 -1.93037 -4.98186
C54 7.51957 -3.05365 -2.35134
C55 5.61230 -3.22833 -4.67677
Si4 5.33224 0.72600 -5.78656
C56 6.09271 -0.28925 -7.16669
C57 3.47878 0.52289 -5.87598
C58 5.89618 2.48708 -6.05887
H29 8.53629 1.48716 -0.29819
H30 8.52972 -0.14900 -0.97150
H31 7.02898 0.57000 -0.36438
H32 9.83145 2.45760 -3.06544
H33 9.02939 1.97475 -4.56199
H34 9.75806 0.74931 -3.52097
H35 7.39187 3.99414 -2.62559
H36 6.44501 3.29277 -1.30308
H37 5.83147 3.25859 -2.94751
H38 9.29638 -1.77709 -4.37278
H39 8.32014 -1.08247 -5.66257
H40 8.55307 -2.82895 -5.58590
H41 8.03258 -2.39640 -1.64466
H42 8.24027 -3.80647 -2.68157
H43 6.72485 -3.57084 -1.81130
H44 5.03969 -2.70648 -5.44580
H45 4.90144 -3.60596 -3.93709
H46 6.09301 -4.09044 -5.14702
H47 6.05193 -1.36597 -6.99811
H48 7.13949 -0.01741 -7.31881
H49 5.55903 -0.07341 -8.09676
H50 3.22364 -0.51666 -6.09701
H51 3.06395 1.15024 -6.67032
H52 2.98293 0.78946 -4.94001
H53 6.98746 2.51121 -6.11891
H54 5.59586 3.16147 -5.25295
H55 5.49963 2.89161 -6.99422
Cl1 2.56509 2.93741 0.93732
C59 1.05884 3.84643 0.89042
C60 0.06122 3.56123 1.80210
C61 -1.11167 4.29061 1.69351
Cl2 -2.41462 4.00291 2.82261
C62 -1.31986 5.22372 0.68112
Cl3 -2.83058 6.04701 0.52080
C63 -0.28957 5.49114 -0.21991
Cl4 -0.52664 6.62947 -1.49908
C64 0.92586 4.82788 -0.09264
Cl5 2.24404 5.24377 -1.13102

Cartesian forces (eV/Å) of the 2 atoms listed first:
Pb 0.24 -0.20 -0.59
C -0.02 0.08 -0.02

Summary:
charge	0
LUMO level	-3.4	eV
frontier orbital gap	3.58	eV
max |F|	0.0180	hartree/bohr
calculated total energy	-217263.351	eV
ΔE to the lowest compared entry with this formula, charge and spin	3.914	eV